# 1
{
  "formula": "C5H8O2",
  "method": "ωB97M-V with the def2-TZVPD basis set",
  "species": ["O", "C", "C", "C", "O", "C", "C", "H", "H", "H", "H", "H", "H", "H", "H"],
  "coordinates": [[0.4818, -0.0387, -1.2782], [-0.2892, 0.0270, 0.0607], [0.8350, -0.0104, 1.0513], [1.9439, -0.2329, -0.0734], [2.7553, 0.6156, -0.3887], [-1.5540, -0.7495, -0.0785], [-1.5669, 0.7673, -0.1100], [0.8105, 0.8393, -1.5728], [1.0237, 0.9327, 1.5768], [0.8444, -0.8613, 1.7497], [2.0468, -1.3082, -0.2976], [-2.0257, -1.2539, 0.7664], [-1.6183, -1.2760, -1.0236], [-1.6459, 1.2363, -1.0851], [-2.0413, 1.3125, 0.7030]],
  "forces_ev_per_angstrom": [[-1.9, 0.3, 0.4], [0.5, 0.1, -1.7], [0.9, 0.0, -0.7], [1.0, -0.1, 2.1], [-0.1, -0.3, 0.2], [0.0, -0.1, -0.2], [-0.1, 0.1, -0.1], [-0.5, -0.4, 0.5], [-0.1, -0.2, -0.2], [-0.2, 0.3, -0.2], [0.2, 0.1, -0.2], [0.4, 0.2, -0.1], [-0.2, 0.1, 0.1], [-0.2, 0.0, 0.2], [0.3, -0.2, 0.0]],
  "e_above_lowest_kj_mol": 273.8,
  "largest_force_ev_per_a": 2.3,
  "gap_ev": 9.997
}

# 2
{
  "formula": "C5H5F3O2S2",
  "method": "ωB97M-V with the def2-TZVPD basis set",
  "species": ["C", "C", "C", "C", "C", "O", "O", "F", "F", "F", "S", "S", "H", "H", "H", "H", "H"],
  "coordinates": [[-0.9329, 2.0767, -0.4647], [0.1347, 1.3493, -0.1935], [1.7714, -0.3000, -0.4698], [-4.1754, -0.2392, -0.5134], [-3.7138, -1.2136, 0.5063], [0.7343, 1.3904, 1.0933], [0.7624, 0.5058, -0.9990], [-2.3838, -1.1301, 0.7711], [-4.3229, -0.9505, 1.6971], [-3.9467, -2.4951, 0.1601], [-2.2668, 2.9175, -0.3550], [-4.1209, 1.3050, -0.0682], [1.5054, -1.1741, 0.0259], [2.3479, 0.3454, 0.1771], [2.4827, -0.4391, -1.2512], [-4.1506, -0.7017, -1.4614], [0.3163, 2.0074, 1.7141]],
  "forces_ev_per_angstrom": [[-0.9, 0.3, -1.0], [1.4, -0.3, 2.9], [2.6, 2.2, -0.1], [1.4, 0.1, 0.9], [0.0, -0.1, 1.6], [-0.2, -0.4, -1.3], [-1.9, 0.6, -0.3], [-0.1, 0.0, -0.3], [0.2, -0.7, -0.4], [-0.2, 0.3, 0.1], [1.0, 0.5, -0.1], [-1.7, 0.0, -0.3], [-1.0, -1.5, 0.6], [0.2, -0.3, 0.7], [0.1, -0.8, -1.0], [-0.5, 0.1, -1.4], [-0.3, -0.1, -0.7]],
  "spin_multiplicity": 3,
  "largest_force_ev_per_a": 3.4,
  "gap_ev": [6.816, 6.869]
}

# 3
{
  "formula": "C26H42BCoN10O2S",
  "method": "ωB97M-V with the def2-TZVPD basis set",
  "species": ["Co", "C", "C", "C", "C", "C", "C", "N", "N", "B", "N", "C", "C", "C", "N", "C", "C", "C", "N", "C", "C", "C", "N", "C", "C", "C", "H", "H", "H", "H", "H", "H", "H", "H", "H", "H", "H", "H", "H", "H", "H", "H", "H", "H", "H", "H", "H", "H", "H", "H", "H", "H", "H", "H", "C", "O", "C", "O", "N", "N", "H", "H", "H", "H", "H", "H", "C", "C", "C", "C", "N", "C", "S", "N", "C", "H", "H", "H", "H", "H", "H", "H", "H"],
  "coordinates": [[0.3728, 0.8685, 0.8402], [2.3048, 4.8459, 2.8095], [1.9520, 3.3618, 2.9251], [2.5649, 2.7423, 4.1888], [0.4627, 3.1669, 2.9170], [-0.5082, 3.8360, 3.6815], [-1.7141, 3.2953, 3.2824], [-1.4710, 2.3643, 2.3515], [-0.1383, 2.2867, 2.1232], [-2.4576, 1.5061, 1.5391], [-2.1716, 1.8092, 0.0566], [-3.0162, 2.2928, -0.8487], [-2.3102, 2.5547, -2.0022], [-0.9947, 2.1708, -1.7350], [-0.9113, 1.7188, -0.4606], [0.1516, 2.3298, -2.7040], [1.3739, 2.9741, -2.0121], [0.4331, 1.0068, -3.4469], [-2.1893, 0.0161, 1.8054], [-3.0570, -0.9149, 2.2128], [-2.3758, -2.1065, 2.3376], [-1.0471, -1.8159, 1.9942], [-0.9482, -0.5201, 1.6434], [0.1014, -2.7979, 2.1162], [0.9732, -2.4547, 3.3340], [0.9463, -2.8983, 0.8457], [3.3890, 4.9739, 2.7581], [1.8614, 5.2936, 1.9157], [1.9435, 5.3996, 3.6798], [2.3619, 2.8427, 2.0562], [2.1242, 3.1908, 5.0849], [2.3884, 1.6622, 4.2193], [3.6468, 2.9172, 4.2149], [-0.3448, 4.6100, 4.4192], [-2.7259, 3.5139, 3.5997], [-3.5969, 1.7774, 1.8124], [-4.0627, 2.4369, -0.6089], [-2.6860, 2.9627, -2.9307], [-0.1944, 3.0261, -3.4624], [1.6037, 2.4943, -1.0609], [2.2577, 2.9415, -2.6586], [1.1729, 4.0223, -1.7783], [0.5280, 0.1628, -2.7780], [-0.4093, 0.7537, -4.0922], [1.3258, 1.0973, -4.0789], [-4.0943, -0.6660, 2.3986], [-2.7680, -3.0636, 2.6587], [-0.3600, -3.7645, 2.3028], [1.4403, -1.4812, 3.2119], [0.3654, -2.4198, 4.2426], [1.7574, -3.2078, 3.4753], [1.3967, -1.9273, 0.6388], [1.7455, -3.6349, 0.9718], [0.3423, -3.1731, -0.0192], [5.3974, 0.3684, 1.1268], [4.1825, 0.4193, 1.9092], [3.0175, 0.3277, 1.3177], [1.9741, 0.4372, 1.9465], [2.9478, 0.0659, -0.0023], [1.6528, 0.0118, -0.5202], [6.2024, 0.5534, 1.8229], [5.3990, 1.1445, 0.3617], [5.5317, -0.6161, 0.6800], [3.7406, -0.0883, -0.5920], [1.4037, -0.9414, -0.7576], [1.6126, 0.5777, -1.3452], [-4.8502, -4.2753, -3.8886], [-3.4041, -3.9214, -3.7493], [-2.3932, -4.5095, -4.4354], [-1.0777, -4.0662, -4.1808], [-0.7895, -3.1134, -3.3099], [-1.7952, -2.5060, -2.6129], [-1.5716, -1.2901, -1.4865], [-3.0846, -2.9457, -2.8684], [0.0793, -4.6810, -4.9099], [-4.9868, -5.0521, -4.6373], [-5.4314, -3.3979, -4.1823], [-5.2449, -4.6341, -2.9353], [-2.5967, -5.2943, -5.1528], [-3.8049, -2.4815, -2.3427], [-0.2412, -5.4275, -5.6351], [0.7538, -5.1455, -4.1887], [0.6424, -3.8977, -5.4188]],
  "forces_ev_per_angstrom": [[0.5, 1.1, 0.0], [0.0, 0.0, 0.0], [0.0, 0.1, 0.2], [0.1, -0.1, 0.0], [0.1, 0.1, 0.1], [0.1, 0.1, 0.0], [0.0, 0.0, 0.1], [-0.1, 0.2, 0.2], [-0.6, -0.5, -0.1], [0.1, -0.2, 0.0], [0.3, -0.1, -0.1], [-0.1, 0.1, 0.0], [0.0, -0.1, -0.3], [-0.1, 0.2, 0.4], [-0.5, -0.1, -0.2], [0.2, -0.4, 0.4], [-0.1, 0.0, -0.4], [0.2, 0.4, -0.2], [0.1, 0.0, -0.1], [0.0, -0.1, 0.0], [0.1, -0.2, 0.1], [-0.1, 0.1, 0.0], [-0.3, -0.5, 0.3], [0.1, 0.6, -0.1], [-0.1, -0.2, 0.1], [-0.1, -0.1, 0.1], [-0.1, 0.0, 0.0], [0.0, 0.0, 0.1], [0.0, 0.0, -0.1], [0.0, 0.0, 0.0], [0.1, 0.0, -0.1], [0.0, 0.2, 0.0], [-0.2, 0.0, 0.0], [0.0, -0.1, -0.2], [0.2, -0.1, -0.1], [0.1, 0.0, 0.0], [0.2, 0.0, 0.0], [0.1, -0.1, 0.2], [-0.1, 0.2, 0.0], [0.1, 0.0, 0.1], [-0.1, 0.0, 0.1], [0.0, -0.1, 0.0], [0.0, -0.3, 0.1], [0.0, 0.0, 0.0], [-0.1, 0.0, 0.1], [0.2, 0.0, -0.1], [0.1, 0.2, -0.1], [-0.1, -0.2, 0.0], [0.0, 0.1, 0.0], [0.1, 0.0, -0.1], [-0.1, 0.1, 0.0], [0.1, -0.3, 0.3], [-0.1, 0.1, 0.0], [0.0, 0.0, 0.0], [-0.2, 0.0, 0.0], [0.2, 0.1, 0.0], [0.1, -0.5, -0.2], [-0.2, 0.3, 0.8], [0.3, 0.2, 0.1], [-0.3, -0.3, -0.3], [0.0, 0.0, 0.1], [-0.1, 0.0, 0.0], [-0.1, -0.1, 0.0], [0.2, -0.1, -0.2], [-0.2, -0.2, -0.3], [-0.1, 0.2, -0.6], [0.0, 0.1, 0.1], [-0.3, 0.1, 0.2], [0.1, -0.2, -0.2], [0.2, 0.2, 0.2], [-0.3, 0.0, 0.1], [0.2, -0.2, -0.2], [0.0, -0.3, -0.2], [0.3, 0.0, -0.1], [0.0, 0.0, 0.0], [0.0, 0.0, 0.0], [0.0, 0.0, 0.0], [0.0, 0.0, 0.0], [0.0, 0.1, 0.1], [-0.2, 0.1, 0.1], [0.0, 0.0, 0.0], [0.0, 0.0, 0.0], [0.0, 0.0, 0.0]],
  "spin_multiplicity": 2,
  "e_above_lowest_kj_mol": 0.0,
  "total_charge": 1,
  "largest_force_ev_per_a": 1.2,
  "gap_ev": [8.147, 8.120]
}

# 4
{
  "formula": "C22H45As2CrN2O4PS2",
  "method": "ωB97M-V with the def2-TZVPD basis set",
  "species": ["Cr", "C", "N", "C", "C", "C", "N", "C", "C", "H", "H", "H", "H", "H", "H", "H", "H", "H", "H", "H", "H", "H", "H", "H", "H", "C", "As", "C", "C", "C", "C", "C", "C", "C", "As", "C", "C", "H", "H", "H", "H", "H", "H", "H", "H", "H", "H", "H", "H", "H", "H", "H", "H", "C", "C", "O", "P", "S", "S", "O", "C", "C", "H", "H", "H", "H", "H", "H", "H", "H", "H", "H", "C", "O", "C", "O", "H", "H", "H"],
  "coordinates": [[-0.8947, -0.3818, 0.0248], [1.0595, -1.7594, 2.5568], [1.6667, -1.3868, 1.2810], [2.8259, -0.5524, 1.5559], [2.0858, -2.5877, 0.5518], [2.4017, -2.3542, -0.9314], [1.2380, -2.3804, -1.8026], [1.5091, -1.6932, -3.0536], [0.8430, -3.7476, -2.0893], [1.7750, -2.2928, 3.2073], [0.1994, -2.3994, 2.3806], [0.7237, -0.8590, 3.0746], [3.5539, -1.0671, 2.2053], [2.5051, 0.3627, 2.0546], [3.3294, -0.2700, 0.6313], [1.2790, -3.3149, 0.6246], [2.9813, -3.0189, 1.0346], [3.1267, -3.1268, -1.2500], [2.8801, -1.3800, -1.0477], [2.3474, -2.1545, -3.6105], [1.7328, -0.6473, -2.8586], [0.6188, -1.7326, -3.6803], [1.6788, -4.3262, -2.5237], [0.0149, -3.7483, -2.7971], [0.4991, -4.2427, -1.1829], [3.9113, 1.4400, -1.9927], [2.0801, 1.6528, -1.2180], [1.5390, 3.0731, -2.4715], [2.5478, 2.8320, 0.2746], [3.6924, 3.6177, 0.2781], [4.0077, 4.4364, 1.3530], [3.1559, 4.4614, 2.4493], [2.0052, 3.6942, 2.4509], [1.6568, 2.8856, 1.3645], [0.0650, 1.7037, 1.4002], [-0.3508, 1.8541, 3.3244], [-1.1585, 3.1290, 0.8432], [4.2734, 2.3565, -2.4594], [3.8813, 0.6576, -2.7523], [4.6134, 1.1366, -1.2149], [2.2035, 3.9335, -2.3873], [0.5178, 3.3797, -2.2475], [1.5689, 2.6832, -3.4891], [4.3608, 3.6049, -0.5760], [4.9037, 5.0440, 1.3383], [3.3774, 5.1059, 3.2920], [1.3397, 3.7520, 3.3040], [-0.6369, 2.8752, 3.5823], [0.5004, 1.5479, 3.9357], [-1.1952, 1.2019, 3.5299], [-0.9597, 4.0269, 1.4327], [-2.1838, 2.7957, 0.9910], [-1.0222, 3.3586, -0.2118], [-4.5800, -3.0193, 3.9567], [-4.8794, -2.4903, 2.5643], [-3.7498, -2.7000, 1.7406], [-2.9671, -1.5427, 0.8644], [-1.4326, -2.8108, 0.3618], [-3.1001, 0.0894, 2.0374], [-4.1015, -1.5339, -0.3181], [-3.9062, -1.2088, -1.6829], [-4.7389, -2.1644, -2.5195], [-5.4830, -3.0090, 4.5709], [-3.8149, -2.3971, 4.4217], [-4.1999, -4.0395, 3.8892], [-5.1187, -1.4256, 2.6153], [-5.7289, -3.0189, 2.1180], [-2.8439, -1.2990, -1.9352], [-4.2140, -0.1767, -1.8517], [-4.3845, -3.1867, -2.3835], [-4.6736, -1.8955, -3.5754], [-5.7817, -2.1121, -2.2026], [-1.3911, 1.2978, -3.7319], [-0.8076, 0.7565, -2.5496], [-1.5689, 0.8735, -1.3471], [-2.5868, 1.5388, -1.4175], [-0.5862, 1.5140, -4.4348], [-1.9502, 2.2036, -3.4934], [-2.0854, 0.5774, -4.1761]],
  "forces_ev_per_angstrom": [[1.3, -1.4, 1.2], [0.1, 0.0, -0.1], [0.3, -0.3, 0.0], [-0.2, 0.1, -0.1], [-0.1, 0.1, -0.2], [-0.1, 0.1, 0.3], [0.2, -0.1, -0.2], [-0.1, -0.1, 0.1], [-0.1, 0.1, 0.2], [0.0, 0.0, 0.0], [-0.1, 0.0, 0.0], [0.0, 0.0, 0.0], [0.0, 0.0, 0.0], [0.1, 0.0, 0.0], [0.0, 0.0, 0.0], [0.0, -0.1, 0.1], [0.0, -0.1, 0.0], [0.1, 0.1, 0.0], [0.1, 0.0, 0.0], [0.0, 0.0, 0.0], [0.0, 0.1, 0.0], [0.0, 0.1, 0.0], [0.0, 0.0, 0.0], [0.0, 0.0, 0.0], [0.0, -0.1, 0.0], [-0.2, 0.0, 0.1], [0.4, 0.0, -0.4], [-0.1, 0.0, 0.1], [-0.5, 0.0, 0.2], [0.2, 0.2, -0.1], [-0.2, -0.1, 0.1], [0.2, 0.2, -0.1], [-0.5, 0.0, -0.1], [0.8, -0.3, 0.1], [-0.3, 0.8, 0.6], [0.1, 0.1, 0.1], [0.0, 0.2, 0.0], [0.0, 0.0, 0.0], [-0.1, 0.0, 0.0], [0.0, 0.0, 0.0], [0.0, 0.0, 0.0], [0.0, 0.0, 0.0], [0.0, 0.0, 0.0], [0.0, 0.0, 0.0], [0.0, 0.0, 0.0], [0.0, -0.1, 0.0], [0.1, 0.0, 0.0], [0.1, 0.0, 0.0], [0.0, 0.0, 0.0], [0.0, -0.1, -0.1], [0.0, -0.1, 0.0], [0.0, -0.1, -0.1], [0.0, -0.1, 0.0], [0.0, 0.1, -0.2], [0.0, 0.2, 0.0], [0.0, 0.0, 0.3], [-1.8, -1.7, 0.4], [-0.1, 1.1, -0.1], [0.7, -0.3, -0.6], [0.4, 0.2, 0.4], [0.0, -0.1, -0.3], [0.1, 0.0, 0.2], [0.0, 0.0, 0.1], [0.0, 0.0, 0.0], [0.0, 0.0, 0.0], [-0.1, 0.0, 0.0], [0.0, 0.0, 0.0], [-0.1, 0.0, 0.0], [0.1, 0.0, 0.0], [0.0, 0.0, 0.0], [0.0, 0.0, 0.0], [0.0, 0.0, -0.1], [0.0, 0.0, 0.3], [0.1, 0.1, -0.5], [-1.0, 1.1, -1.4], [0.2, 0.2, -0.1], [0.0, 0.0, 0.0], [0.0, 0.0, -0.1], [0.0, 0.0, 0.0]],
  "spin_multiplicity": 6,
  "total_charge": -1,
  "largest_force_ev_per_a": 2.5,
  "gap_ev": [5.103, 7.522]
}

# 5
{
  "formula": "C20H22Cl4F6O18",
  "method": "ωB97M-V with the def2-TZVPD basis set",
  "species": ["O", "C", "O", "C", "C", "F", "O", "H", "H", "H", "O", "C", "O", "C", "C", "F", "O", "H", "H", "H", "O", "C", "O", "C", "C", "F", "O", "H", "H", "H", "O", "C", "O", "C", "C", "F", "O", "H", "H", "H", "O", "C", "O", "C", "C", "F", "O", "H", "H", "H", "O", "C", "O", "C", "C", "F", "O", "H", "H", "H", "Cl", "C", "Cl", "H", "H", "Cl", "C", "Cl", "H", "H"],
  "coordinates": [[4.6966, 16.8942, -14.9917], [3.9157, 15.9304, -14.9953], [3.7002, 15.0690, -15.9510], [2.7004, 14.1762, -15.7180], [2.0079, 14.7360, -14.4668], [1.6608, 13.7422, -13.6300], [3.0802, 15.5796, -13.9532], [2.0506, 13.9548, -16.5647], [3.1643, 13.1954, -15.6139], [1.1172, 15.2784, -14.7837], [7.2287, 7.3376, -17.6050], [6.6142, 7.9038, -18.5035], [6.7047, 9.0729, -18.8027], [5.7925, 9.4398, -19.7559], [4.9559, 8.2223, -19.9672], [4.9315, 7.6926, -21.1852], [5.6216, 7.2973, -19.1564], [5.3020, 10.3809, -19.5073], [6.4583, 9.4778, -20.6181], [3.9337, 8.1324, -19.5997], [5.8192, 7.2486, -12.1660], [4.7213, 6.9963, -12.5723], [4.1064, 7.5836, -13.6133], [2.8385, 7.0691, -13.8253], [2.5844, 6.1293, -12.5949], [2.1312, 4.9433, -13.1366], [3.9217, 5.9639, -12.1058], [2.0849, 7.8450, -13.9598], [2.9518, 6.4255, -14.6976], [1.8252, 6.6545, -12.0153], [0.0601, 15.3710, -17.8366], [0.5296, 14.9741, -18.8873], [0.0054, 14.0046, -19.6251], [1.0198, 13.5648, -20.4755], [1.7326, 14.8119, -20.8401], [1.0864, 15.3964, -21.9212], [1.5139, 15.5239, -19.5967], [1.6689, 12.8204, -20.0144], [0.6154, 13.1204, -21.3850], [2.7995, 14.6562, -21.0004], [-0.4555, 9.8044, -18.7628], [-0.3577, 9.6134, -19.9642], [-1.3342, 8.9378, -20.7271], [-1.2354, 9.3204, -22.0041], [0.2402, 9.6925, -22.0858], [0.3903, 10.7004, -22.9293], [0.5172, 10.1591, -20.7993], [-1.3663, 8.4757, -22.6803], [-1.9504, 10.1394, -22.0832], [0.9656, 9.0509, -22.5859], [2.0675, 6.9972, -19.0659], [1.3809, 6.5141, -18.1072], [1.7912, 5.6022, -17.2934], [0.7681, 4.9760, -16.6009], [-0.3243, 6.0863, -16.5698], [-0.0612, 6.8052, -15.5356], [0.1006, 6.7751, -17.7949], [0.5696, 4.0861, -17.1983], [1.0116, 4.7367, -15.5657], [-1.3171, 5.6407, -16.6332], [3.7005, 11.5493, -18.0171], [2.3317, 10.6175, -17.3490], [2.4139, 10.1430, -15.6852], [1.4512, 11.2179, -17.5778], [2.1851, 9.7106, -17.9355], [8.1146, 14.2013, -17.3767], [6.8638, 12.8440, -17.3483], [6.1184, 12.7008, -15.7157], [6.1313, 12.9084, -18.1528], [7.4780, 11.9456, -17.4104]],
  "forces_ev_per_angstrom": [[-2.6, -3.6, 0.0], [1.4, 3.0, 1.6], [1.9, 1.2, -3.0], [-1.0, -2.2, 0.6], [1.4, -0.2, -1.5], [0.2, 0.2, 0.6], [-1.2, 0.2, 0.2], [-0.2, 1.1, -0.2], [0.1, -0.2, 1.0], [0.0, 0.5, 0.7], [-0.6, 0.9, -1.8], [0.8, -8.1, 5.3], [1.8, 7.0, 0.4], [0.3, 1.1, -2.8], [-1.6, -1.8, 2.1], [0.3, 0.3, -2.0], [-0.2, -1.1, -0.2], [0.1, -0.4, -0.2], [-0.7, 0.9, -0.8], [-0.2, 1.0, -0.2], [-1.7, -0.4, -0.4], [1.1, -0.4, 0.0], [1.2, 1.4, 0.7], [-0.3, -1.4, 0.0], [1.4, 1.1, -3.0], [0.0, 0.2, 1.1], [-1.5, 0.5, 0.7], [0.2, 0.0, 0.0], [-0.6, 0.0, -0.2], [0.3, -1.0, 1.2], [1.5, -0.8, -1.8], [-2.3, 1.6, 1.5], [-0.8, -1.6, 0.7], [-0.1, -1.5, -1.9], [-0.6, 0.0, 1.1], [0.9, 0.1, 1.1], [1.8, 1.3, -0.9], [0.1, 0.1, 0.3], [-0.3, -0.1, 0.2], [-0.1, 0.7, -0.3], [0.8, -0.8, -3.0], [-2.9, 0.1, 2.5], [0.8, -1.0, 5.1], [1.0, -0.4, -2.1], [-0.5, 0.5, -1.5], [0.0, 2.9, -1.3], [1.2, -0.4, 0.3], [-0.7, 0.2, -0.1], [0.4, 0.3, -1.2], [0.0, -1.4, 1.5], [-3.2, -1.4, 4.0], [1.5, 1.8, -3.6], [3.3, -0.8, 0.6], [-1.4, -0.3, 0.4], [2.4, -3.3, -3.7], [-0.4, 2.2, 2.2], [-1.8, 1.1, 0.0], [-0.7, -0.1, 0.4], [0.5, -0.1, -0.2], [-0.3, 1.0, -0.1], [-0.1, -0.1, 0.4], [-1.0, -0.2, -1.4], [0.3, 0.3, 0.4], [0.1, 0.0, 0.6], [0.4, 0.1, 0.0], [-1.3, -0.8, -0.2], [1.5, 0.0, 1.1], [0.0, 0.3, -0.8], [0.1, 0.4, 0.3], [-0.3, 0.1, -0.3]],
  "smiles": "O=C1OC[C@@H](F)O1.O=C1OC[C@@H](F)O1.O=C1OC[C@@H](F)O1.O=C1OC[C@@H](F)O1.O=C1OC[C@@H](F)O1.O=C1OC[C@@H](F)O1.ClCCl.ClCCl",
  "e_above_lowest_kj_mol": 416.8,
  "largest_force_ev_per_a": 9.7,
  "gap_ev": 10.478
}

# 6
{
  "formula": "FNO3S",
  "method": "ωB97M-V with the def2-TZVPD basis set",
  "species": ["N", "O", "O", "O", "F", "S"],
  "coordinates": [[1.3348, -0.2432, 0.7464], [-0.0217, -0.8409, 0.7915], [1.2902, 0.7819, 0.2428], [-0.0562, 0.3903, -1.6640], [-1.6813, 0.5483, 0.3477], [-0.8658, -0.6365, -0.4644]],
  "forces_ev_per_angstrom": [[2.0, 2.0, -0.4], [0.3, -2.4, 1.0], [0.8, -0.5, 1.0], [-3.4, -5.0, 4.7], [-0.5, -0.7, -1.2], [0.7, 6.6, -5.2]],
  "e_above_lowest_kj_mol": 235.5,
  "largest_force_ev_per_a": 8.4,
  "gap_ev": 9.323
}